(1)
{"formula": "C22H62BN5O6", "method": "ωB97M-V with the def2-TZVPD basis set", "homo_ev": -9.01, "charge": 0, "smiles": "COC[C@@H](C)N.COC[C@@H](C)N.COC[C@@H](C)N.COC[C@@H](C)N.COC[C@@H](C)N.BCCO", "multiplicity": 1, "symbols": ["C", "H", "N", "C", "H", "H", "H", "H", "C", "N", "C", "H", "H", "C", "H", "H", "H", "C", "C", "H", "H", "H", "H", "H", "H", "H", "O", "H", "H", "H", "H", "C", "H", "C", "O", "O", "O", "H", "H", "H", "C", "H", "H", "H", "H", "H", "H", "N", "H", "H", "C", "H", "H", "C", "O", "B", "C", "H", "H", "H", "C", "H", "H", "H", "H", "H", "H", "H", "H", "H", "C", "H", "H", "H", "H", "O", "C", "C", "H", "C", "N", "C", "N", "H", "H", "H", "H", "H", "H", "C", "C", "H", "H", "H", "H", "C"], "positions_angstrom": [[-4.77910, -2.09266, 0.48767], [3.68172, -0.60518, 2.69005], [7.55648, 3.17113, 1.92041], [-0.22715, 1.47713, -3.75300], [6.16339, 0.93284, 1.00924], [3.23735, -5.10168, 2.38278], [-1.28374, -7.44785, 0.77421], [-2.89785, 0.54892, -4.10106], [-2.69983, 5.13167, -0.32621], [-4.31114, -4.15091, 1.70218], [-1.94866, 7.36724, 1.80293], [-4.47286, 5.85938, -1.32222], [0.44992, 2.33196, -3.77074], [3.05282, -1.06122, 1.91516], [6.77160, 3.79981, 1.77095], [-0.56364, -5.19945, 3.02535], [-1.27593, 7.95823, 2.42485], [5.16851, 3.37900, -0.90087], [-0.90989, -0.51302, -2.28752], [-1.00833, 1.49178, -0.52899], [4.11449, 3.62442, -1.03534], [8.43097, 1.57084, 0.91513], [0.15320, 0.73682, -4.46054], [3.63223, 0.49379, 0.45413], [-0.71471, -0.92041, -1.29095], [-4.87505, -1.64056, -0.50215], [-2.31832, -0.55544, -2.44572], [2.04683, -0.31865, 0.07967], [-4.12305, -1.45467, 1.08144], [8.31832, 2.75248, -1.35485], [2.62724, 1.93549, 2.37501], [-7.16335, -3.93973, -0.64799], [-2.07724, -1.00048, -4.47198], [-0.71240, -5.37974, 1.02063], [-6.10539, -4.85824, -0.44046], [-1.24055, 6.21889, 1.37300], [3.73346, -2.15097, 1.35119], [0.71509, 0.83328, -1.96094], [5.71053, 4.31765, -0.76886], [-3.82282, -5.04301, 1.66377], [7.72004, 2.37428, 0.70041], [-3.07563, 4.12433, -0.53054], [-5.75673, -2.07303, 0.96927], [3.13029, -2.71896, 0.87988], [-1.63676, -4.19288, 2.39090], [-1.46693, -5.14674, 0.26168], [-2.83008, 7.10536, 2.39468], [-1.72502, 5.47023, -1.36642], [-4.54965, 5.98410, 0.43519], [0.75581, 1.21294, 1.73935], [-4.81361, -4.35165, -0.72645], [0.09301, -3.42280, 0.66827], [7.24142, 2.56280, 2.67092], [-2.76191, -0.48893, -3.79014], [5.27826, 2.56996, 0.25715], [1.94869, 1.19955, 1.74185], [-2.05300, 5.09745, 1.06945], [0.23923, -7.03815, -0.01456], [-8.06557, -4.51487, -0.85691], [-0.42253, -1.18777, -3.00275], [-0.30849, 0.90025, -2.34296], [0.99016, -4.68055, -0.17172], [-3.13144, -3.38723, 0.16391], [2.10460, -1.33600, 2.40415], [-1.25493, 6.32253, -1.07258], [-4.18122, -5.23357, -0.86341], [-3.58053, 7.12613, -0.50525], [-2.23809, 7.98483, 0.94982], [-1.19267, 1.83071, -4.11421], [1.94189, -6.29231, 2.44924], [0.48115, -4.44088, 0.77138], [6.50661, 1.19509, -0.69362], [-6.96821, -3.27735, -1.49585], [7.84384, 4.21293, -0.47771], [9.38770, 3.45678, -0.14247], [1.41400, -4.38273, 1.83840], [6.40248, 1.70504, 0.27249], [2.71114, 0.06302, 0.87225], [5.52326, 2.86100, -1.79608], [-0.37070, -6.85955, 0.87407], [-1.31263, -5.15601, 2.33908], [-4.19668, -3.49751, 0.39475], [-1.04625, 1.83216, -1.48679], [-5.28622, -4.41034, 1.82714], [-1.38154, 4.23546, 1.10589], [2.61926, -5.78805, 0.86844], [-2.03047, 1.75641, -1.73179], [-3.73510, -0.97784, -3.84272], [-4.81583, -3.81445, -1.68364], [8.34421, 3.24938, -0.38231], [2.34149, -5.45583, 1.87270], [-7.34743, -3.35212, 0.25394], [-0.98786, 4.76846, -1.36109], [-2.80388, 4.94458, 1.85548], [0.16419, -7.24995, 1.73943], [-3.88830, 6.08340, -0.42892]], "lowdin_charge": [-0.067, 0.118, 0.039, -0.066, 0.119, 0.090, 0.076, 0.076, -0.438, 0.046, -0.109, 0.074, 0.077, -0.296, 0.069, 0.073, 0.086, -0.100, -0.206, 0.067, 0.087, 0.135, 0.079, 0.074, 0.114, 0.075, -0.197, 0.074, 0.076, 0.078, 0.028, -0.106, 0.092, -0.431, -0.187, -0.189, -0.057, 0.127, 0.075, 0.055, -0.430, 0.124, 0.065, 0.062, 0.066, 0.119, 0.090, 0.041, 0.077, 0.018, -0.205, 0.117, 0.071, -0.104, -0.207, 0.033, -0.207, 0.079, 0.087, 0.121, -0.427, 0.122, 0.119, 0.116, 0.066, 0.118, 0.063, 0.074, 0.066, 0.077, -0.205, 0.122, 0.090, 0.064, 0.075, -0.204, -0.209, -0.189, 0.092, -0.066, 0.047, -0.434, 0.054, 0.072, 0.115, 0.094, 0.072, 0.085, 0.118, -0.073, -0.099, 0.075, 0.055, 0.119, 0.065, -0.074]}



(2)
{"formula": "C22H62BO21", "method": "ωB97M-V with the def2-TZVPD basis set", "homo_ev": -7.47, "de_lowest_kcal_mol": 104.1, "charge": -1, "multiplicity": 1, "symbols": ["O", "H", "H", "O", "C", "O", "C", "H", "H", "C", "H", "H", "H", "C", "H", "C", "H", "O", "H", "H", "O", "C", "H", "O", "H", "H", "H", "C", "H", "C", "H", "H", "H", "H", "H", "H", "O", "H", "H", "H", "H", "H", "O", "H", "H", "H", "H", "H", "B", "H", "C", "C", "C", "O", "O", "H", "C", "H", "H", "C", "O", "H", "H", "H", "H", "O", "H", "O", "H", "C", "H", "O", "H", "H", "H", "C", "C", "H", "H", "H", "H", "H", "H", "C", "H", "H", "C", "H", "H", "H", "O", "C", "O", "C", "H", "H", "O", "H", "H", "H", "C", "O", "O", "O", "O", "C"], "positions_angstrom": [[2.41015, -19.05344, -1.68680], [-9.54466, -9.16478, -4.81887], [-13.63915, -18.67471, -7.49429], [-2.95777, -15.62917, -6.39382], [-9.62719, -23.82478, -17.87631], [-13.44333, -17.93782, -6.91100], [-3.88023, -8.50587, -0.94158], [-12.09875, -19.02712, -5.73973], [-11.06319, -24.95103, -19.12617], [-5.78792, -17.10014, -19.18850], [-2.63394, -9.99132, 0.10614], [0.27838, -21.56506, -6.09563], [1.03289, -20.34396, -0.95715], [-10.44361, -12.75593, -12.10805], [-8.94547, -23.39250, -18.60878], [-6.20736, -19.21161, -2.13167], [1.38977, -15.33887, -10.49119], [-5.90050, -15.68702, -8.36393], [-7.25656, -19.02742, -1.90068], [-5.66602, -15.01734, -18.55380], [-8.82662, -8.53183, -4.81599], [-2.52266, -9.23206, -0.66796], [2.79452, -19.88431, -1.97578], [-12.75588, -12.66298, -11.54984], [0.59557, -13.41569, -11.98438], [0.73133, -18.62851, -0.49581], [-0.73133, -14.31312, -11.63558], [-5.39262, -18.36920, -10.58005], [-11.98141, -24.58969, -10.06739], [-4.94521, -29.01891, -9.19678], [-6.79596, -16.09512, -17.54383], [0.03761, -14.46949, -13.23529], [-2.36140, -9.75778, -1.60908], [-5.42791, -27.65563, -10.85019], [-4.95716, -29.96010, -9.74642], [-11.37128, -23.24587, -19.02838], [-5.34922, -18.84953, -11.71915], [-6.18210, -19.80114, -3.04813], [-6.92311, -17.70264, -20.63877], [-5.65981, -19.35030, -0.31356], [-4.24473, -7.88484, -0.12330], [2.78139, -15.64106, -3.11395], [2.47848, -15.25463, -12.16035], [-11.62434, -16.15551, -6.55946], [-11.74471, -11.00534, -12.02688], [0.51265, -22.85071, -7.20516], [-11.46388, -18.55208, -7.23410], [2.84009, -14.44045, -11.80267], [-5.17863, -16.88351, -8.77690], [-11.71103, -24.32087, -17.63885], [1.23358, -15.50827, -11.55657], [-5.99962, -19.06588, -9.32831], [-5.16322, -15.09252, -7.41956], [-9.72199, -22.92276, -16.78059], [-5.49503, -19.78488, -1.15356], [-10.44288, -17.04002, -5.63497], [-0.07298, -22.56996, -6.32975], [-11.36507, -11.63913, -10.42997], [-4.22108, -29.15326, -8.39324], [-12.12718, -18.19690, -6.44544], [-1.54302, -8.28670, -0.44511], [-4.72432, -9.18981, -1.03024], [-5.06898, -16.26488, -17.41000], [-10.58242, -12.89242, -13.18052], [-12.03805, -16.62964, -4.92390], [-6.67477, -16.84981, -20.27459], [0.88878, -16.54115, -11.60528], [1.41866, -23.45833, -4.68633], [-0.68916, -8.72345, -0.40308], [-11.01654, -24.09821, -18.44893], [-12.91457, -13.11855, -10.71985], [-5.88021, -18.16176, -8.34159], [-6.13016, -18.05842, -18.79780], [-0.52687, -23.26415, -4.18961], [-10.46806, -24.62331, -10.08981], [1.08239, -19.30305, -1.27675], [-4.67343, -27.78242, -10.07379], [-5.92908, -28.91801, -8.73858], [-4.75708, -17.14811, -19.53946], [-1.12735, -22.54584, -6.60511], [-8.86655, -22.50115, -16.67086], [1.64730, -24.15173, -4.06302], [-4.60198, -26.87098, -9.48027], [-3.87069, -15.88566, -7.22383], [-3.56075, -28.97786, -11.20400], [-0.21244, -24.56357, -5.38634], [-5.86529, -15.98868, -18.10116], [-9.16799, -24.78420, -17.63808], [-8.06614, -9.03024, -5.11517], [-10.17792, -13.72931, -11.69570], [2.82323, -14.69851, -3.27544], [0.21727, -14.42252, -12.16122], [-6.44118, -20.23519, -9.28065], [-11.51285, -16.95146, -5.82317], [-5.77971, -18.23469, -2.35714], [0.41934, -19.13420, -2.12525], [-3.51050, -28.15111, -10.71866], [-9.50232, -12.20695, -12.08135], [-3.72596, -7.93902, -1.85971], [1.95407, -14.47303, -3.60703], [0.03831, -23.54887, -5.07709], [-4.99279, -17.17156, -10.20837], [-5.51589, -14.10281, -6.71985], [-3.90142, -16.83249, -8.02532], [-11.23682, -25.18928, -10.01966], [-11.56893, -11.92136, -11.46287]], "lowdin_charge": [-0.128, 0.027, 0.077, 0.073, -0.331, -0.075, -0.082, 0.101, 0.067, -0.318, 0.104, 0.065, 0.076, -0.090, 0.104, -0.233, 0.099, 0.240, 0.076, 0.073, -0.058, -0.350, 0.070, -0.088, 0.053, 0.076, 0.059, -0.363, 0.026, -0.099, 0.071, 0.063, 0.104, 0.106, 0.066, 0.069, 0.099, 0.087, 0.072, 0.086, 0.064, 0.024, -0.101, 0.071, 0.105, 0.065, 0.108, 0.079, -0.812, 0.074, -0.283, -0.331, -0.313, -0.073, -0.094, 0.077, -0.070, 0.107, 0.072, -0.341, -0.065, 0.067, 0.069, 0.067, 0.070, -0.096, 0.106, -0.118, 0.087, -0.090, 0.082, 0.184, 0.106, 0.101, 0.031, -0.167, -0.317, 0.064, 0.100, 0.065, 0.081, 0.069, 0.118, -0.427, 0.084, 0.097, -0.074, 0.100, 0.031, 0.072, -0.057, -0.074, 0.079, -0.087, 0.079, 0.075, -0.095, 0.063, 0.071, 0.030, -0.274, 0.224, 0.081, 0.266, -0.057, -0.319]}



The following M values (in g/mol) correspond, in order, to the records above: 503.6, 673.5.
The following E values (in Eh) correspond, in order, to the records above: -1625.3216, -2480.4089.
The following HOMO-LUMO gap values (in eV) correspond, in order, to the records above: 9.26, 9.28.